(P)
Formula: C2H9N2O
Source: the Open Molecules 2025 dataset
Level of theory: ωB97M-V/def2-TZVPD

Positions of all 14 atoms, in Å:
1 H 2.377 2.515 -0.303
2 H -1.936 -1.594 -0.815
3 H -0.035 1.167 1.264
4 H 0.117 0.075 2.590
5 H -1.264 -0.755 -2.228
6 C -1.042 -1.430 -1.410
7 H -0.835 -1.618 1.220
8 N -0.081 -0.763 -0.499
9 H 1.240 3.331 0.267
10 O 1.526 2.411 0.141
11 N 0.062 0.214 1.591
12 H 0.781 -0.385 -0.865
13 C -0.265 -0.785 0.802
14 H -0.646 -2.382 -1.754

Computed properties:
- total charge = +1
- Kohn-Sham gap (eV) = 10.988

Atom charges from the Mulliken analysis, given in e for atoms 1 to 2: number 1, H, carries 0.310; number 2, H, carries 0.311

=====

(Q)
Formula: C2H9N2O
Source: the Open Molecules 2025 dataset
Level of theory: ωB97M-V/def2-TZVPD

Positions of all 14 atoms, in Å:
1 H 2.314 -2.459 1.578
2 H 1.297 -0.451 1.747
3 H -1.487 0.286 0.542
4 N 0.922 -1.033 0.996
5 H -0.885 -0.785 -1.481
6 C 1.603 -2.101 0.857
7 H -2.228 0.950 -0.939
8 H -0.057 0.544 -1.917
9 O -0.690 2.123 -0.082
10 H 0.377 -0.390 -0.287
11 H -1.230 2.842 -0.462
12 C -1.295 0.858 -0.395
13 H 1.474 -2.725 -0.045
14 N -0.337 -0.015 -1.117

Computed properties:
- total charge = +1
- Kohn-Sham gap (eV) = 12.239

Atom charges from the Mulliken analysis, given in e for atoms 1 to 2: number 1, H, carries 0.274; number 2, H, carries 0.214

=====

(R)
Formula: C2H9N2O
Source: the Open Molecules 2025 dataset
Level of theory: ωB97M-V/def2-TZVPD

Positions of all 14 atoms, in Å:
1 H -1.285 1.042 -0.223
2 H 0.842 0.116 1.415
3 N 1.829 0.652 -0.355
4 H -2.809 -1.733 -0.649
5 N -0.548 0.348 -0.211
6 C 0.565 0.702 0.542
7 H -1.691 -0.898 1.042
8 C -1.208 -0.953 0.073
9 H 1.985 1.499 -0.883
10 H -0.412 -1.709 0.031
11 O -2.139 -1.109 -0.944
12 H 0.493 1.717 0.927
13 H 1.729 -0.129 -0.987
14 H 2.650 0.457 0.221

Computed properties:
- structure (SMILES) = [NH3+]CNCO
- total charge = +1
- Kohn-Sham gap (eV) = 10.516

Atom charges from the Mulliken analysis, given in e for atoms 1 to 2: number 1, H, carries 0.264; number 2, H, carries 0.365

=====

Energy ordering: (P) at the bottom, the next structure 60.6 kJ/mol above.

=====

(P)
Formula: C2H9N2O
Source: the Open Molecules 2025 dataset
Level of theory: ωB97M-V/def2-TZVPD

Positions of all 14 atoms, in Å:
1 H 0.853 1.752 -1.366
2 H -2.073 -0.286 0.890
3 H -1.586 1.241 -1.115
4 N -0.003 -0.413 1.376
5 H 0.713 -2.756 -1.426
6 C -1.123 0.223 0.625
7 N 0.419 1.690 -0.452
8 C -0.815 1.069 -0.357
9 H 0.605 -0.825 0.637
10 O 0.910 -1.887 -1.055
11 H 1.419 -1.489 -1.782
12 H 0.579 2.548 0.058
13 H 0.294 0.355 2.005
14 H -0.192 -1.222 1.962

Computed properties:
- total charge = +1
- Kohn-Sham gap (eV) = 10.419

Atom charges from the Mulliken analysis, given in e for atoms 1 to 2: number 1, H, carries 0.230; number 2, H, carries 0.329

=====

(Q)
Formula: C2H9N2O
Source: the Open Molecules 2025 dataset
Level of theory: ωB97M-V/def2-TZVPD

Positions of all 14 atoms, in Å:
1 H 0.772 1.166 1.243
2 H 1.563 0.191 -0.554
3 C 0.487 -1.541 -0.031
4 H -1.604 1.834 -0.434
5 N 0.610 0.052 -0.581
6 H 1.291 -2.091 -0.726
7 H -0.769 -2.736 -0.663
8 N -0.799 2.033 0.056
9 O -0.838 -1.879 -0.221
10 C -0.081 0.949 0.623
11 H -0.893 0.267 1.199
12 H -0.836 2.927 0.597
13 H 0.804 -1.434 1.026
14 H 0.294 0.261 -1.535

Computed properties:
- structure (SMILES) = NC[NH2+]CO
- total charge = +1
- Kohn-Sham gap (eV) = 10.871

Atom charges from the Mulliken analysis, given in e for atoms 1 to 2: number 1, H, carries 0.397; number 2, H, carries 0.328

=====

Energy ordering: (P) at the bottom, the next structure 75.2 kJ/mol above.

=====

(P)
Formula: CHCl2NO
Source: the Open Molecules 2025 dataset
Level of theory: ωB97M-V/def2-TZVPD

Positions of all 6 atoms, in Å:
1 O -2.076 -0.033 -0.192
2 C 0.175 -0.640 -0.175
3 Cl 1.265 -1.902 0.068
4 N -1.009 -1.114 -0.167
5 Cl -3.588 -0.769 0.026
6 H 0.677 0.390 -0.214

Computed properties:
- structure (SMILES) = Cl/C=N/OCl
- Kohn-Sham gap (eV) = 9.956

Atom charges from the Mulliken analysis, given in e for atoms 1 to 2: number 1, O, carries -0.154; number 2, C, carries 0.128

=====

(Q)
Formula: CHCl2NO
Source: the Open Molecules 2025 dataset
Level of theory: ωB97M-V/def2-TZVPD

Positions of all 6 atoms, in Å:
1 Cl -1.653 2.141 0.766
2 C -1.117 0.603 0.610
3 H 3.018 -0.840 -0.624
4 Cl 2.214 0.136 -0.722
5 O -1.152 -1.572 -0.200
6 N -1.310 -0.468 0.169

Computed properties:
- structure (SMILES) = [O-][N+]#CCl.Cl
- Kohn-Sham gap (eV) = 9.829

Atom charges from the Mulliken analysis, given in e for atoms 1 to 2: number 1, Cl, carries -0.075; number 2, C, carries 0.123

=====

Energy ordering: (Q) at the bottom, the next structure 62.1 kJ/mol above.